Molecular formula: C2H18O6
Method: DFT, ωB97M-V/def2-TZVPD

Values from the calculation:
- SMILES = CC.O.O.O.O.O.O
- LUMO level (eV) = 0.1649
- Kohn-Sham gap (eV) = 11.04
- HOMO (eV) = -10.88

Each line ends with the Löwdin charge.
Geometry (Å):
H1 0.8430 1.1412 0.9953  0.0080
H2 -0.3099 0.5695 -1.4381  0.0419
O1 0.1724 -0.3438 3.3336  -0.0800
O2 -0.3315 2.2823 1.4359  -0.0584
C1 0.1705 0.7914 -2.3919  -0.1605
H3 3.5780 -1.4281 1.8614  0.0215
H4 2.1717 -1.7818 2.4497  0.0105
H5 0.6914 0.0759 4.0270  0.0373
O3 3.1205 -1.8269 2.6015  -0.0580
H6 1.4060 -0.6733 -3.3412  0.0606
H7 2.2832 0.8206 1.0767  0.0600
H8 -2.0430 -2.9580 -1.5279  0.0173
O4 -2.2197 -3.5086 -0.7619  -0.0556
H9 -3.6648 2.1414 0.6019  0.0667
O5 -2.7757 1.8575 0.3826  -0.0262
H10 -2.7304 1.6224 -0.5463  0.0565
H11 -0.0319 -1.3692 -2.7209  0.0481
O6 1.4470 0.3467 0.9725  -0.0952
H12 -0.5841 1.4559 -2.8230  0.0599
H13 -1.1304 2.0106 0.9310  0.0168
H14 1.1244 1.2762 -2.2288  0.0638
C2 0.3410 -0.4764 -3.2329  -0.1602
H15 0.6141 -0.0592 2.5041  -0.0243
H16 -1.3857 -3.6499 -0.3074  0.0333
H17 -0.1473 -0.5556 -4.2023  0.0609
H18 -0.6090 2.2390 2.3495  0.0554


Molecular formula: C34H22BrF7IMnN2O8PS
Method: DFT, ωB97M-V/def2-TZVPD

Values from the calculation:
- charge = -2
- LUMO level (spin up / spin down) (eV) = 3.7566 / 3.7538
- Kohn-Sham gap (spin up / spin down) (eV) = 5.68 / 5.78
- 2S+1 = 6
- HOMO (spin up / spin down) (eV) = -1.92 / -2.03

Each line ends with the Mulliken spin population.
Geometry (Å):
C1 4.5976 2.8324 -3.0123  0.0003
H1 0.0968 -1.0729 6.7978  -0.0001
I1 -1.7917 1.3730 -0.5854  0.0090
C2 0.5732 0.2412 -4.9799  0.0020
F1 3.8867 -5.0697 -4.6430  0.0000
Mn1 0.0058 -0.8492 0.2304  4.6096
H2 5.2826 2.0658 0.2120  -0.0002
H3 -0.3226 0.4350 -6.9143  -0.0001
S1 1.3126 -3.0814 1.5046  -0.0017
C3 -0.1715 0.9002 -5.9485  -0.0005
H4 4.1124 2.2938 3.1986  -0.0002
H5 -3.0244 -1.0663 3.8526  0.0020
C4 4.2397 -2.8193 -4.0025  0.0009
O1 1.1557 -4.5078 1.4758  0.0031
C5 -3.3590 -0.4127 3.0586  0.0073
H6 -5.2968 -0.2579 3.9046  -0.0003
O2 2.3976 -2.5632 2.2939  0.0035
C6 0.7671 -0.5248 4.8485  -0.0030
C7 2.4014 -1.4711 -3.1586  -0.0373
H7 3.0107 1.9924 -4.1692  -0.0002
C8 2.4577 0.9729 3.3343  0.0106
C9 3.6893 1.2138 -0.9381  0.0142
C10 -4.3288 1.2050 1.0298  -0.0059
C11 1.7558 0.2814 5.3909  0.0047
C12 -2.4605 -0.0966 2.0027  0.0202
O3 1.4360 0.2057 1.3490  0.1355
H8 -0.9797 3.6820 -4.2027  0.0003
H9 4.0445 1.0533 1.9262  -0.0009
O4 0.3117 -2.7649 5.7114  -0.0003
H10 0.3452 2.5222 -2.4943  0.0007
N1 2.5764 1.0239 4.6534  -0.0003
P1 1.6599 0.0173 -2.3385  0.0348
H11 -6.1975 1.1978 2.0972  0.0010
C13 5.2519 2.8382 -1.7855  0.0002
H12 2.9619 2.4329 1.8373  -0.0003
O5 -1.8519 -1.8883 -0.6250  0.0585
C14 -0.5239 -1.3096 2.8268  0.0123
C15 3.7341 -1.6192 -3.5238  -0.0039
C16 3.4525 1.7431 2.5277  0.0035
O6 -3.0834 -2.9785 0.9260  0.0033
C17 1.5717 -2.5896 -3.3324  0.0046
C18 2.0611 -3.7831 -3.8311  0.0021
H13 -1.1280 -1.2857 5.5481  -0.0012
O7 1.2688 -2.4936 0.1217  0.0665
F2 -4.9620 -2.6934 -1.2199  0.0000
C19 -0.7304 2.1395 -5.6777  0.0011
H14 1.8903 0.3265 6.4671  0.0003
N2 -1.1890 -0.4745 1.8928  0.0950
C20 1.4800 0.2081 2.6498  0.0257
H15 6.1048 3.4882 -1.6313  0.0001
C21 -3.0273 0.7530 1.0092  -0.0082
H16 -1.3195 2.6473 -6.4306  0.0001
C22 0.7684 0.8137 -3.7283  -0.0263
C23 -0.5387 2.7207 -4.4314  0.0001
C24 -0.0572 -1.3885 5.7631  -0.0006
F3 -3.3079 -2.8903 -2.5851  -0.0001
H17 -1.1942 -1.7194 3.5787  0.0096
C25 4.7977 2.0358 -0.7528  -0.0007
F4 -3.8226 -4.5261 -1.2820  0.0001
C26 3.4012 -3.9072 -4.1628  0.0008
H18 0.9925 -0.7310 -5.2020  0.0001
F5 5.5413 -2.9211 -4.3315  0.0001
H19 0.5285 -2.9774 4.7930  0.0001
C27 -4.6580 0.0427 3.0824  -0.0028
O8 -0.0868 -2.5827 2.1640  0.0117
C28 -3.7096 -3.1831 -1.3288  0.0000
C29 3.0639 1.1747 -2.1800  -0.0215
C30 3.5106 2.0026 -3.2083  -0.0032
C31 0.2028 2.0614 -3.4660  -0.0046
Br1 -0.2257 -2.5360 -2.8146  0.0061
C32 -2.7704 -2.6295 -0.1973  0.0391
F6 4.6317 -0.6184 -3.4375  -0.0002
F7 1.2676 -4.8489 -4.0051  -0.0001
H20 3.2786 0.6357 -0.1150  0.0021
H21 -4.6862 1.8331 0.2249  -0.0012
C33 0.6104 -0.5513 3.4633  -0.0855
C34 -5.1725 0.8556 2.0764  0.0088
H22 4.9414 3.4698 -3.8175  -0.0002


Molecular formula: C6H3AgFO8
Method: DFT, ωB97M-V/def2-TZVPD

Values from the calculation:
- LUMO level (spin up / spin down) (eV) = -0.4346 / -4.3776
- Kohn-Sham gap (spin up / spin down) (eV) = 9.30 / 5.34
- 2S+1 = 2
- HOMO (spin up / spin down) (eV) = -9.74 / -9.72

Each line ends with the Mulliken spin population.
Geometry (Å):
H1 -2.6514 -0.5998 2.6055  0.0112
O1 -2.3028 -3.5656 2.0537  0.2528
C1 -5.0351 -2.3848 3.7030  -0.0096
O2 3.7266 -1.5820 -2.5987  0.0000
C2 2.5232 -1.5122 0.5967  0.0001
O3 0.6379 -3.0063 0.2219  0.0012
C3 3.2223 -1.8333 -1.5394  0.0000
H2 1.7398 -0.7204 0.7305  0.0000
C4 -3.1363 -1.4813 3.0056  0.5018
O4 -4.2905 -1.2839 3.7792  0.0701
F1 2.6359 -3.8894 0.6153  0.0001
C5 1.9045 -2.8157 0.0902  0.0006
O5 3.4378 -1.1261 -0.4249  0.0001
O6 -6.1736 -2.4910 4.0730  0.0679
H3 3.0596 -1.6404 1.5415  -0.0001
O7 2.3087 -2.7821 -1.3342  -0.0001
O8 -4.3452 -3.3277 3.0358  -0.0008
C6 -3.1239 -2.7756 2.6157  0.0641
Ag1 -0.7325 -4.0170 1.0698  0.0406


Molecular formula: C20H32Cl3N6S2
Method: DFT, ωB97M-V/def2-TZVPD

Values from the calculation:
- charge = +1
- LUMO level (eV) = -2.6907
- Kohn-Sham gap (eV) = 7.44
- HOMO (eV) = -10.13

Each line ends with the Löwdin charge.
Geometry (Å):
H1 -2.9878 1.0011 -0.6075  0.0930
C1 1.1536 2.3120 -0.2442  -1.0748
H2 -1.7778 3.3252 -2.0767  0.0767
H3 3.2839 -1.3973 -1.2267  0.1106
C2 -2.3977 0.3983 -2.5898  -0.1348
H4 3.4538 -5.6483 -3.1769  0.1505
C3 0.9671 0.1932 0.8600  -0.2299
C4 3.7253 7.3808 -0.4486  -1.5421
C5 1.4392 -3.8397 -1.5297  -0.2787
Cl1 1.9837 7.1480 -0.6294  0.5098
C6 -1.4882 -3.1356 -0.6628  -0.0219
Cl2 4.5704 5.8315 -0.4913  0.4923
H5 -1.8816 -0.4553 -2.1540  0.0352
H6 -1.9474 2.1844 4.5733  0.1043
H7 -3.1441 0.3530 3.8569  0.0672
H8 -1.6304 -3.2645 -1.7312  0.1322
C7 -0.2570 2.1114 1.6041  -0.2238
C8 2.7179 -5.2116 -2.5227  -0.1079
H9 -3.5469 -3.5187 -0.1986  0.1233
C9 -1.8545 2.1066 3.4921  -0.2378
H10 2.5735 -1.2760 0.9904  0.1033
S1 0.0941 1.9005 -1.6659  0.8842
H11 0.2716 2.4972 3.6867  0.1177
H12 -0.1749 0.8276 3.3866  0.1026
H13 -3.5825 2.0308 -1.9113  0.1056
H14 -1.7143 2.9828 -0.3777  0.0628
N1 1.0309 1.6538 1.0303  -0.1828
H15 -3.6933 1.3950 2.5835  0.0697
C10 -0.2311 -2.8608 -0.2026  -0.3051
H16 -3.0958 -3.1937 2.2370  0.1187
C11 -2.7120 1.4845 -1.5472  -0.2898
H17 3.0549 0.3333 0.5879  0.1155
C12 2.2874 -0.4184 0.3853  -0.1548
H18 -0.8358 -2.6502 2.9391  0.1229
H19 -3.3445 0.0123 -2.9755  0.0733
H20 3.9059 7.8363 0.5161  0.0129
C13 -1.0187 -2.8123 1.8802  -0.1242
C14 -0.3870 1.8603 3.0984  -0.1804
H21 -2.3503 0.3059 2.2800  0.0473
N2 1.1607 -5.0665 -1.0786  0.1560
H22 -1.0925 1.6091 1.0960  0.0896
C15 -2.5599 -3.2900 0.1713  -0.0321
N3 0.0280 -2.6955 1.0811  0.1667
N4 1.9668 -5.9612 -1.7104  0.1054
S2 2.2591 3.4572 -0.4616  0.7282
Cl3 4.3412 8.4651 -1.6941  0.5335
H23 0.7588 -0.2218 1.8444  0.1004
N5 0.8314 -2.7263 -1.1615  0.0542
C16 -2.7925 0.9685 3.0291  -0.1059
H24 1.9681 -6.9605 -1.5910  0.1840
H25 -1.8754 0.8195 -3.4486  0.0718
N6 2.4476 -3.9562 -2.4483  0.1937
H26 0.3304 -0.7869 -1.7295  0.0598
C17 1.2071 -1.4291 -1.7600  -0.1341
H27 2.6384 0.1511 -1.6821  0.1075
H28 -0.3853 3.1790 1.4221  0.1263
H29 -2.2091 3.0356 3.0430  0.1041
C18 -2.3024 -3.1156 1.5116  -0.0398
H30 0.4725 -5.3760 -0.4088  0.1862
H31 1.4401 -1.6038 -2.8107  0.1287
C19 2.4069 -0.7541 -1.1176  -0.1655
H32 0.0914 -0.0552 0.2424  0.0864
C20 -1.5909 2.5303 -1.3557  -0.4479